Below is C63H37BrCaN12O4 as an isolated structure in a non-equilibrium geometry, with properties calculated with ωB97M-V/def2-TZVPD.

Properties
- Total charge: -2
- HOMO energy (spin up / spin down): -1.795 / -1.163 eV
- Kohn-Sham gap (spin up / spin down): 5.30 / 4.66 eV
- Energy above the lowest of the compared OMol25 structures with the same formula, charge and spin: 178.46 kcal per mole

Geometry as XYZ:
```
118
Properties=species:S:1:pos:R:3:forces:R:3
Br 4.88219 -5.95899 4.53532 -0.016 0.032 -0.007
Ca -0.29515 -0.47842 0.34732 0.076 0.490 -0.278
O 0.10218 -1.88031 1.95828 -0.536 -0.660 1.249
O -6.47763 -4.42943 -1.12651 0.211 -0.035 0.447
O 1.28234 -2.11603 0.11522 0.667 -0.085 -1.121
O -6.46682 -5.63896 0.65393 0.189 0.285 -0.255
N -1.03803 1.53207 -0.39937 -0.617 0.897 -1.273
N -2.51728 -1.07517 2.21454 0.434 0.525 0.066
N -0.81754 1.70256 2.41302 -0.165 0.029 0.156
N -2.07637 -1.85089 -0.34569 -0.216 -0.257 0.149
N -6.02538 -4.70652 -0.01776 -1.479 -1.139 -0.620
N 2.75771 2.60617 -0.02843 0.564 -0.321 -0.775
N 0.25135 3.05899 3.98025 -0.173 0.609 0.532
N -0.49662 1.27973 -2.69997 0.107 -0.227 -0.271
N -1.65841 2.41489 1.74272 0.091 0.234 0.364
N 0.39396 -0.60402 -2.68385 -0.361 0.444 0.723
N 1.29029 0.92563 -0.99562 0.559 -0.091 0.142
N 1.18356 2.55978 1.85796 0.244 0.742 0.120
C -0.56004 1.97963 3.82178 -0.799 0.322 0.726
C 0.27468 0.81208 4.27840 0.148 -0.114 -0.231
C 2.45750 -0.84879 4.44034 0.267 0.060 -0.074
C -2.83166 -3.08010 -2.36384 0.045 -0.234 0.223
C 0.95052 3.44785 2.94923 -0.035 0.020 0.000
C -2.17728 -0.28614 -5.29456 0.626 0.006 -0.077
C 2.23081 1.86017 -0.97908 -0.164 -0.054 0.382
C -1.93752 -2.03905 -1.76290 -0.032 -0.014 -0.458
C 1.04220 -2.35818 1.30736 0.874 -1.377 0.942
C 2.10484 1.48695 -4.57506 -0.123 -0.084 -0.053
C 0.48693 1.31483 1.98100 0.995 -1.386 -1.350
C -3.41951 -0.43121 -4.58030 -0.406 -0.024 0.442
C -2.90919 4.65203 -0.08671 -0.099 0.053 0.120
C -4.02014 -3.30406 -0.28321 -0.239 0.126 0.340
C 1.90680 1.40094 -3.21320 0.631 0.381 0.332
C 2.42958 -4.59874 4.02748 0.033 -0.104 0.066
C 3.25376 -3.55227 1.58454 -0.236 0.065 -0.001
C -1.64279 2.44199 0.42111 -0.247 0.091 0.055
C -0.89686 -0.10050 -3.15485 -0.764 0.007 -0.414
C 1.67829 -0.59893 5.55545 -0.038 -0.086 0.225
C -4.10025 -2.86959 2.51477 0.476 0.493 -0.201
C 1.18257 -1.63161 -3.12479 0.544 -0.642 -0.351
C 1.52864 -3.71877 -4.28621 0.166 -0.154 -0.056
C 3.69285 -4.85307 3.52721 0.125 -0.110 0.081
C -3.21371 -2.09290 1.71241 -0.810 -0.670 0.288
C 0.70037 -2.67395 -3.92437 -0.202 0.274 0.128
C 3.79589 5.02471 1.41548 0.026 -0.019 -0.104
C 3.97743 6.17978 2.14085 0.155 0.026 -0.154
C -1.15435 1.93430 -1.66407 0.196 -0.065 1.130
C -2.22216 3.48079 -0.38325 0.050 -0.022 -0.549
C 3.68069 3.00410 -2.81443 -0.097 -0.084 0.201
C 1.57697 -3.79849 3.29118 0.015 0.052 -0.166
C 1.03532 0.52177 3.13305 -0.376 0.505 0.256
C 3.12364 6.50280 3.20603 -0.049 0.128 0.166
C 2.52668 -1.66920 -2.72700 -0.102 0.140 0.065
C 3.33829 -2.72207 -3.08706 0.067 -0.041 -0.115
C -3.21325 5.51544 -1.11622 -0.083 0.030 0.124
C -4.06036 -2.65292 3.90872 0.127 0.094 -0.072
C -2.83023 5.23560 -2.43318 -0.073 0.090 -0.205
C -3.06521 -2.40245 0.30196 -0.464 -0.346 -0.236
C 2.84938 -3.75804 -3.87166 0.036 -0.130 -0.071
C 2.70491 2.14437 -2.34407 -0.124 -0.309 -0.926
C 3.10998 2.31879 -5.05163 0.006 -0.030 -0.117
C 0.87484 0.71587 -2.33365 0.411 0.630 -0.325
C -2.14974 -0.63607 -2.44281 0.235 -0.115 -0.077
C -2.54864 -0.85874 3.50820 0.074 0.106 -0.034
C -3.39747 -0.61241 -3.25873 -0.222 0.227 -0.200
C 2.26717 2.97907 1.13380 -0.718 -0.096 0.437
C 0.58644 0.26867 5.49862 -0.070 -0.156 0.002
C 1.88619 4.50233 2.84327 0.634 0.005 -0.441
C -4.99320 -3.90961 0.53244 1.565 1.138 1.441
C -1.85203 3.18086 -1.72894 -0.440 0.399 0.632
C -2.16033 4.07564 -2.75144 0.090 -0.104 -0.095
C 4.12474 -4.33747 2.31994 0.139 -0.052 0.026
C -1.01742 -0.16457 -4.64713 -0.050 0.031 -0.369
C 2.74448 4.17995 1.75753 -0.454 0.251 0.639
C 3.88345 3.07511 -4.18242 0.086 0.087 -0.136
C -3.25699 -1.66456 4.40952 -0.226 -0.214 -0.021
C 1.98132 -3.28004 2.06727 -0.059 0.018 -0.083
C -3.81932 -3.64313 -1.66453 0.263 -0.037 -0.558
C -4.99317 -3.76545 1.91401 -0.626 -0.571 -0.615
C 2.08532 5.67691 3.56800 -0.045 0.015 0.109
C 2.15836 -0.26642 3.21246 -0.003 0.164 0.055
H 3.28291 2.38516 -6.11871 0.002 0.011 -0.027
H 1.93570 -1.06944 6.49498 0.028 -0.033 0.089
H 2.12460 -5.00729 4.97928 -0.005 -0.035 0.054
H 1.13384 -4.51479 -4.90434 -0.041 -0.040 -0.008
H 4.36964 -2.73730 -2.75527 -0.010 0.024 0.033
H 4.78070 6.86030 1.88840 0.062 -0.010 -0.022
H 4.25281 3.60097 -2.12189 0.068 0.055 0.119
H -4.45590 -4.38605 -2.12149 0.034 -0.005 -0.067
H -4.31190 -0.77417 -2.70497 -0.106 -0.026 -0.004
H -3.75715 6.42786 -0.90855 -0.014 0.051 0.025
H 0.59299 -3.54830 3.65852 -0.068 0.062 0.020
H -2.33009 0.03706 -1.59609 -0.039 -0.193 -0.127
H -0.32695 -2.66491 -4.25885 -0.087 0.001 0.011
H 0.02663 0.52005 6.38891 -0.037 0.030 0.074
H -1.99534 -0.00766 3.86869 0.071 0.094 0.076
H -5.72673 -4.28549 2.51215 -0.019 -0.012 -0.024
H 3.29550 7.42478 3.74687 -0.019 0.030 0.076
H 1.43517 5.91918 4.39594 -0.073 0.037 0.066
H -2.63094 -3.36081 -3.38977 -0.083 -0.082 -0.085
H 3.32291 -1.49398 4.52288 0.019 -0.081 0.031
H 3.48649 -4.58772 -4.15048 0.012 -0.001 -0.002
H -4.34064 -0.42740 -5.14711 -0.134 -0.035 0.105
H -2.19719 -0.32122 -6.37653 0.078 0.074 -0.079
H 2.90552 -0.87896 -2.09684 0.021 0.024 0.099
H 4.44709 4.75374 0.59870 0.056 0.018 -0.141
H 1.49324 0.94084 -5.27567 0.001 -0.051 -0.046
H 2.78232 -0.41965 2.34052 0.043 -0.082 -0.040
H 5.12536 -4.54019 1.96735 0.043 -0.037 -0.023
H -3.07197 5.94858 -3.21110 0.001 0.010 -0.057
H 3.54578 -3.12960 0.63379 0.013 0.016 -0.079
H -3.18359 -1.48426 5.47293 -0.008 0.074 0.035
H -0.08938 -0.11423 -5.19432 0.023 0.017 -0.101
H -1.86244 3.86541 -3.76799 0.049 -0.051 -0.120
H -3.19760 4.86317 0.93288 0.018 0.067 0.088
H -4.66687 -3.27399 4.55647 -0.051 -0.010 0.036
H -0.89674 -2.33140 -1.94645 -0.118 0.014 -0.042
H 4.63886 3.73680 -4.58633 0.065 0.018 0.008
```
Forces are in eV/Å.

Atomic partial charges in e from the Mulliken method, atoms 1 to 99: -0.25 3.40 -0.36 -0.59 -0.37 -0.64 1.20 0.35 2.49 0.66 0.95 -0.59 -0.55 0.46 -1.84 1.00 0.72 0.76 -0.67 0.07 -0.75 -1.70 0.10 -0.98 -0.18 0.76 -0.82 -0.20 -1.56 -0.95 -0.52 0.48 0.52 -0.70 -0.30 -1.51 0.47 -0.90 1.11 1.22 -0.95 0.17 0.27 -0.36 -0.29 -0.62 -0.76 0.54 -0.22 -0.12 1.38 -0.51 -0.48 -0.50 -0.62 -0.90 -0.70 -1.63 -0.87 -0.28 -1.11 -1.10 1.69 -0.31 -0.84 -0.41 -1.14 0.00 0.60 -0.22 -0.68 -0.64 -0.64 0.31 -0.70 -1.28 0.55 -1.26 -1.14 -0.55 -0.14 0.42 0.39 0.44 0.43 0.45 0.39 0.53 0.44 0.51 0.39 0.38 -0.33 0.25 0.49 0.85 0.43 0.37 0.49